Formula: C15H31Cl9N4O4
Source: the Open Molecules 2025 dataset
Level of theory: the ωB97M-V functional and the def2-TZVPD basis

```
63
Properties=species:S:1:pos:R:3:forces:R:3
C 10.417440 -29.708680 17.948950 0.08 0.20 0.06
Cl 9.642510 -28.135890 17.868170 -0.19 0.14 -0.06
Cl 9.258810 -30.951960 18.471830 0.23 0.07 -0.19
Cl 11.791860 -29.616590 19.055260 0.02 -0.22 -0.09
H 10.793530 -29.945900 16.953770 -0.13 -0.14 0.25
C 10.822460 -26.211960 8.894200 -1.10 0.21 -0.14
Cl 11.047430 -27.835150 8.301090 -0.16 -0.47 -0.49
Cl 10.770760 -25.003100 7.590530 0.27 -0.28 0.30
Cl 12.017830 -25.921610 10.102980 0.85 0.67 0.63
H 9.858450 -26.146210 9.398640 0.13 -0.14 -0.26
C 14.702140 -30.625160 14.694950 1.39 -1.28 0.45
Cl 15.246420 -29.147010 15.512840 -0.86 -0.18 -0.41
Cl 15.221400 -30.708880 13.000950 -0.61 0.50 -0.09
Cl 13.033580 -31.206430 14.985900 0.47 0.74 -0.16
H 15.345350 -31.398660 15.114590 -0.45 0.17 0.29
C 8.224010 -36.114070 14.609520 4.20 4.76 -1.55
O 7.120850 -36.524450 14.341910 -3.35 -2.34 -0.33
N 8.678820 -35.011540 13.974310 -0.28 -0.47 0.94
C 9.905210 -34.384660 14.477760 0.70 0.08 0.18
C 8.018550 -34.295270 12.846250 -1.43 -0.36 -0.09
H 8.982450 -36.534410 15.287970 -0.78 -0.52 0.30
H 10.187580 -34.789060 15.449780 0.00 -0.23 -0.13
H 9.751380 -33.318840 14.646480 -0.30 -0.02 -0.28
H 10.715840 -34.511300 13.760150 -0.02 0.04 0.01
H 7.908360 -33.217320 12.964570 0.94 0.14 0.55
H 8.489860 -34.503740 11.885780 0.24 -0.13 0.32
H 6.967820 -34.574960 12.769860 0.05 -0.60 0.05
C 9.142590 -24.267350 16.113510 -1.89 0.20 1.86
O 8.922300 -24.700380 17.219230 -0.38 -0.47 1.22
N 10.217490 -24.533720 15.441110 3.24 -0.95 -2.59
C 10.408510 -23.991150 14.115240 0.12 -0.57 -0.32
C 11.385160 -25.312150 15.901720 -0.47 -0.22 0.85
H 8.395550 -23.601580 15.654310 0.28 0.03 -0.53
H 9.463200 -23.837660 13.594730 -0.03 0.75 0.37
H 10.857460 -24.763590 13.490840 0.43 -0.01 0.03
H 11.088570 -23.142740 14.191470 -0.27 0.25 -0.55
H 11.198820 -25.723820 16.893640 -0.10 0.31 0.01
H 11.649060 -26.167620 15.279930 -0.63 -0.05 -0.50
H 12.318840 -24.750060 15.921500 -0.26 0.61 0.11
C 9.973060 -30.083370 12.633570 -4.25 -2.16 0.48
O 8.794530 -30.547360 12.766790 2.39 -0.01 -0.74
N 10.314710 -28.994070 13.259000 1.89 2.26 0.92
C 11.704150 -28.566960 13.017830 0.06 -0.28 -0.22
C 9.416430 -28.115720 14.061280 -0.16 0.47 -1.31
H 10.776630 -30.561460 12.052280 -0.39 -0.02 0.03
H 12.301940 -28.750470 13.910620 0.06 0.75 0.05
H 11.807510 -27.598230 12.528960 -0.29 0.48 0.81
H 12.168890 -29.181660 12.246940 -0.27 -0.52 0.11
H 9.728960 -27.800240 15.056730 0.49 -0.80 0.04
H 9.358810 -27.173090 13.517020 0.09 0.22 -0.19
H 8.379700 -28.451820 14.079350 0.39 -0.60 0.05
C 13.004810 -33.260620 11.453690 -2.05 0.30 -0.20
O 12.251460 -32.355140 11.777120 0.80 0.69 0.46
N 12.466480 -34.382340 10.944550 0.56 -2.18 -0.26
C 13.327260 -35.499550 10.570010 -0.16 -0.24 1.08
C 11.043650 -34.614330 10.661450 0.59 1.04 0.44
H 14.104090 -33.255490 11.515020 -0.14 0.07 0.07
H 13.495390 -35.516920 9.493190 0.24 -0.32 0.17
H 12.897580 -36.417130 10.971900 -0.60 -0.24 -0.72
H 14.216350 -35.538210 11.199400 0.55 0.77 -0.60
H 10.539400 -33.671510 10.873360 -0.09 0.11 -0.74
H 10.963540 -35.014360 9.650670 -0.25 0.45 -0.10
H 10.533910 -35.329320 11.307240 0.57 -0.46 0.39
```
Forces are in eV/Å.

- electronic energy (eV) = -142898.7816
- gap between HOMO and LUMO (alpha / beta) (eV) = 6.96 / 1.91
- charge = +1
- HOMO level (alpha / beta) (eV) = -11.0 / -11.0
- 2S+1 = 2